1.
16
Properties=species:S:1:pos:R:3:forces:R:3 method="wB97M-V/def2-TZVPD" lumo_energy_ev="-0.62 / -0.44" e_tot_ha=-2048.35592 homo_lumo_gap_ev="8.28 / 7.86" e_homo_ev="-8.904 / -8.300"
S -0.45175 1.03415 3.40063 -1.1 0.0 0.5
C -1.09158 0.04046 -0.53561 0.5 0.3 0.4
H -1.50811 0.37782 4.00377 0.7 0.5 -0.5
H -2.00966 0.61295 -2.31376 -2.0 0.6 -1.1
C 0.10284 0.51941 -2.54849 -1.5 -1.1 1.1
C 1.24165 0.00617 -2.00422 -0.7 0.5 2.3
H 2.23202 -0.65000 -0.05029 -1.2 0.7 -1.3
C 1.31063 -0.29815 -0.63556 0.2 -0.6 1.4
C 0.12701 -0.18322 0.06356 0.3 -0.4 1.5
Cl -2.53885 -0.07920 0.39679 -0.4 0.0 0.0
Cl 1.91976 -0.46715 2.75426 0.2 0.1 -0.1
Cl -0.56329 -1.80916 2.81506 -1.4 -2.4 0.4
H 2.09765 -0.00422 -2.54726 2.5 -0.2 -1.6
C -1.11040 0.42260 -1.86035 2.0 -0.2 0.9
C 0.17253 -0.37156 2.59447 1.8 1.6 -2.2
H 0.06956 0.84909 -3.53300 0.1 0.5 -1.7


2.
62
Properties=species:S:1:pos:R:3:forces:R:3 method="wB97M-V/def2-TZVPD" lumo_energy_ev=0.21 e_tot_ha=-7011.45347 homo_lumo_gap_ev=7.01 e_homo_ev=-6.797
C -1.91829 -1.25070 -1.39285 -0.4 -0.1 -0.3
Br -3.36959 5.07780 -2.79505 0.0 0.2 0.1
N -1.23809 -1.35580 -0.12115 0.5 0.4 -0.1
C 2.45731 -2.39960 0.66495 0.0 0.4 -0.6
H -1.00019 -2.93950 -2.35435 0.0 0.0 -0.1
H -1.38899 -0.51950 -2.01135 -0.1 0.0 -0.1
C -2.60229 5.51120 1.78395 0.0 0.0 0.0
H 1.71121 4.75980 0.73345 0.0 0.0 0.0
N 1.97051 0.33240 -0.20055 -0.1 -0.7 -0.2
C 3.83321 1.84960 -0.60275 -0.1 0.0 0.0
H -0.11549 -5.01280 1.53065 0.0 -0.1 0.0
H -3.15899 -4.74960 1.38335 0.1 -0.1 -0.1
H 4.81441 -0.79310 -2.11195 0.1 0.1 -0.2
H 0.65581 -1.71980 -1.98915 -0.3 0.0 0.1
H 3.05991 -2.15450 1.53395 0.1 0.2 0.2
H -2.60239 -4.59270 -1.59525 0.0 0.1 0.1
H -0.62519 -1.58330 2.20105 -0.1 0.1 0.0
C 4.55561 -1.32510 -1.20185 -0.6 0.4 0.2
H -2.44929 5.60580 2.84785 0.0 0.0 0.1
C 2.31801 3.94740 0.35295 0.0 0.1 0.0
H 1.98911 -2.69840 -2.57335 0.1 -0.3 -0.1
Br -0.81369 0.84330 2.55115 0.0 0.1 0.4
H -3.67189 7.26730 -0.90205 0.0 0.0 0.0
C 1.78091 2.67790 0.28325 -0.1 0.0 0.0
H 1.82061 -1.03120 -3.09885 0.1 0.2 -0.1
C -1.09239 -4.86230 1.99375 -0.2 0.2 0.0
C -3.08259 6.57900 1.04415 0.0 0.0 0.0
C -2.00419 -2.58900 -2.11355 0.0 0.1 0.2
H -1.31089 -5.69540 2.65955 0.0 0.0 0.0
C -2.66499 -3.58400 -1.17445 -0.1 0.2 -0.4
H -0.30629 -3.52490 3.51365 -0.1 0.0 0.0
C 3.62181 4.18030 -0.05285 0.1 0.2 0.0
H 1.42061 -2.44750 0.98305 -0.2 0.0 0.1
H 4.44171 1.04570 -0.97445 0.1 -0.1 -0.1
H -3.29859 7.52210 1.52015 0.0 0.1 0.1
H -3.72919 -3.34250 -1.03725 0.1 -0.1 0.0
C -2.52839 4.16790 -0.19825 0.1 -0.4 -0.3
H 4.05271 5.16750 0.01335 0.0 0.1 0.0
Si 2.71201 -1.12110 -0.73475 -0.1 -1.1 -0.1
C -2.31969 4.30500 1.16495 0.0 -0.1 0.1
H 5.21281 -0.98050 -0.41005 0.1 0.1 0.2
H 4.77551 -2.37710 -1.36835 -0.2 -0.2 0.0
H -1.95149 3.47760 1.75555 0.1 -0.1 -0.1
H 5.38061 3.27660 -0.88175 0.0 0.0 0.0
C 1.70571 -1.70140 -2.25225 0.5 0.1 0.5
H 0.75731 2.52020 0.61535 0.0 0.1 0.1
C -1.37549 -2.45460 0.56565 0.1 -0.3 0.2
C 4.36491 3.11800 -0.54255 0.1 0.2 0.0
C -3.02449 5.23540 -0.93695 0.0 -0.2 -0.2
C 2.52141 1.58030 -0.17865 0.4 0.7 0.0
H 2.74651 -3.39130 0.33575 0.1 -0.3 -0.1
H -2.11299 -5.63250 0.25025 -0.1 0.1 0.1
I -2.11819 2.30810 -1.13655 -0.1 0.4 0.3
C -2.16299 -4.76430 0.91685 0.0 -0.3 0.3
C -1.08789 -3.54570 2.75175 0.1 -0.3 0.1
N -0.80749 -2.49620 1.79955 -0.1 0.1 0.1
H -2.93529 -0.86970 -1.21495 0.1 0.1 -0.2
H -2.05839 -3.38890 3.24505 0.1 0.0 0.0
H -2.57019 -2.49850 -3.03955 0.0 0.0 0.0
Mg 0.09341 0.17150 0.41515 -0.2 0.0 0.0
N -1.98279 -3.57880 0.10355 0.1 0.1 0.0
C -3.29429 6.44380 -0.31615 0.0 0.0 0.0


3.
74
Properties=species:S:1:pos:R:3:forces:R:3 method="wB97M-V/def2-TZVPD" lumo_energy_ev=-0.61 e_tot_ha=-2536.72527 homo_lumo_gap_ev=9.30 e_homo_ev=-9.911
C 4.03402 -0.56148 -3.03709 0.2 0.0 -0.2
O -2.12330 3.56446 -1.86808 0.0 -1.0 0.4
C 3.23388 2.52114 7.47716 0.0 0.0 0.0
O 2.88299 0.74238 2.93630 -0.1 0.1 -0.3
C -3.02026 0.41510 -0.34534 -0.4 1.5 -0.5
O 4.51486 -0.39509 3.75406 0.0 0.0 0.0
H 3.11599 3.03854 8.42051 0.0 0.0 0.0
C 4.95612 0.08946 -0.91332 0.0 0.0 -0.1
C -4.96583 1.88105 0.50316 0.2 1.0 -0.5
H -4.80370 1.29941 1.40397 -0.2 -0.3 0.1
H 4.17278 -0.84480 -4.07004 -0.1 0.0 0.0
C -4.22042 1.28178 -0.69985 -0.9 -0.4 0.5
C -1.05225 -4.44669 -5.13380 0.0 0.0 0.0
H -3.98765 2.07379 -1.40173 0.3 0.0 -0.2
C 3.67901 0.16408 -0.37497 0.1 0.1 0.0
B -1.34407 3.42115 -0.73474 -0.1 0.5 -0.1
H 5.15530 0.15888 6.01431 -0.1 0.0 -0.1
C 0.27843 -6.44722 -5.15054 -0.1 -0.2 -0.1
C 2.57772 -0.11714 -1.16352 -0.2 0.1 0.2
H -0.49706 -2.05661 1.80932 0.6 -0.4 0.4
H -2.97158 3.91058 -1.57369 -0.1 0.6 -0.5
H 4.89937 1.35093 8.15373 0.0 0.0 0.0
H -4.49028 2.84173 0.71654 0.2 0.0 0.2
O 1.78493 -1.07442 -4.47780 0.0 0.0 0.0
C 3.51905 1.19508 5.08497 -0.1 0.2 0.4
H 1.60568 3.55193 6.53681 0.0 0.0 0.0
H -1.71281 4.78570 0.56708 0.4 0.4 0.4
C 0.04067 -3.71423 -4.69054 -0.2 -0.1 0.0
N 2.65387 -6.36935 -4.51190 0.0 0.0 0.0
H 6.12812 -0.33703 -2.66094 0.0 0.0 0.0
C -1.13850 -0.11523 0.95380 -0.3 0.5 -0.5
C 4.38044 0.90246 6.12737 0.2 -0.2 0.1
C -6.46882 2.17853 0.23474 1.0 -0.9 1.0
O 0.08641 2.17203 0.85343 -0.5 -0.4 0.9
O -0.95882 3.65760 2.63441 -0.4 1.4 -1.2
H -0.46801 1.43550 -1.09992 0.7 -0.3 0.4
H -8.29105 1.28542 0.93674 -0.4 0.0 0.3
C -0.64868 -1.08234 1.44825 -0.5 -0.3 -0.3
S -0.76292 2.31799 2.21717 -0.3 1.5 1.8
N 1.59598 -0.74408 -3.32457 0.1 0.0 0.0
H -1.78780 -6.38101 -5.70243 0.0 0.0 0.0
C 1.25535 -4.34475 -4.47719 0.1 0.2 0.1
C 5.13291 -0.27677 -2.24266 -0.1 0.0 0.1
O -2.20949 1.81799 1.64905 0.6 0.2 -0.1
C -7.33278 1.56695 1.35580 0.2 0.2 -0.7
C 2.76762 -0.47095 -2.48570 0.2 0.0 0.1
H 3.53329 0.44733 0.65733 0.0 0.0 0.0
O 2.72223 -7.55581 -4.75914 0.0 -0.1 0.0
H -6.58286 3.25328 0.21582 -0.4 0.2 -0.3
C -0.86417 1.96459 -0.23298 -0.6 1.1 -0.9
H 5.81547 0.31699 -0.29639 0.0 0.0 0.0
H 1.58521 -0.05446 -0.73968 0.0 -0.1 -0.1
H 0.37076 -7.50822 -5.32909 0.2 0.0 0.0
O -0.27179 1.58676 3.32699 0.5 -1.9 -0.9
O 0.49363 -0.62330 -2.82161 -0.1 0.0 0.0
H 2.10532 -3.77434 -4.13294 0.1 -0.1 0.0
O 3.57916 -5.69397 -4.11102 0.0 0.1 0.0
C -0.93443 -5.81200 -5.35961 0.0 0.1 0.0
H -1.99916 -3.95129 -5.30524 0.0 0.0 0.0
H -2.57108 0.09052 -1.28162 0.3 -0.1 0.0
C -1.90114 1.08173 0.44637 1.6 -2.4 0.4
H -6.70999 1.73883 -0.72826 -0.3 0.1 -0.2
H -4.92219 0.63335 -1.22584 0.0 -0.1 -0.1
C 2.52152 2.14891 5.20895 -0.1 0.1 0.0
H 1.84955 2.38351 4.39669 0.1 -0.2 -0.1
C 4.23523 1.57232 7.32958 -0.1 0.1 0.0
H -3.30551 -0.49383 0.16327 -0.3 0.0 0.3
N 3.65446 0.46110 3.82769 0.0 -0.1 0.0
H -7.45407 2.26119 2.17924 -0.2 0.1 0.1
H -6.84403 0.68694 1.75985 -0.1 -0.3 0.0
H -0.05242 -2.65288 -4.51455 0.0 0.0 0.0
C 2.38271 2.80932 6.41926 0.1 0.0 0.1
C 1.35949 -5.70273 -4.71535 -0.2 0.1 0.0
O -0.99058 4.54371 -0.02602 -0.4 -0.5 -0.1